Entry 1:
The following is a DFT calculation (ωB97M-V with the def2-TZVPD basis set) of C12H19N3S in the gas phase.

Properties
Lowest unoccupied orbital energy   0.629 eV
Calculated total energy   -28051.65041 eV
Gap between HOMO and LUMO   8.510 eV
F_max   9.03 eV/Å
SMILES string   CCSc1ccc(N2CCCNCC2)cn1

XYZ file:
```
35
Properties=species:S:1:pos:R:3:nbo_charge:R:1
C 4.6329 -1.6327 0.9738 -0.637
C 5.2712 -0.9440 -0.3632 -0.487
C 2.9963 0.6815 -0.2365 0.013
C 2.1799 1.8230 0.1659 -0.263
C 0.8135 1.7922 0.2091 -0.187
C 0.2329 0.5121 -0.1573 0.067
C 1.0584 -0.5685 -0.0968 0.037
C -1.9264 0.2413 -1.4037 -0.202
C -3.3254 -0.0262 -1.3670 -0.486
C -3.8389 -1.0242 -0.5005 -0.208
C -3.3662 0.3849 1.3917 -0.204
C -2.0036 1.1403 0.8402 -0.253
H 4.7843 -2.6960 0.6447 0.199
H 3.4397 -1.2164 0.9953 0.273
H 5.2307 -1.4576 1.8136 0.192
H 6.3179 -1.0973 -0.5047 0.228
H 4.6082 -1.4867 -1.0589 0.233
H 2.8639 2.7079 0.3262 0.224
H 0.1910 2.8044 0.2458 0.240
H 0.3859 -1.5507 0.0054 0.211
H -1.2232 -0.5540 -2.0526 0.206
H -1.8626 1.3253 -1.9088 0.186
H -3.9345 0.8947 -1.1414 0.195
H -3.8248 -0.1619 -2.2986 0.242
H -3.4669 -1.8883 -0.9126 0.197
H -4.9675 -1.1931 -0.7722 0.177
H -2.6952 -1.2341 1.1035 0.360
H -4.2354 1.0427 1.4176 0.194
H -3.1898 0.2414 2.4247 0.196
H -1.4398 1.4243 1.6315 0.190
H -2.1725 2.0260 0.3006 0.165
N 2.4077 -0.5608 -0.2498 -0.499
N -1.1512 0.2142 -0.0311 -0.472
N -3.4540 -0.8413 0.8747 -0.605
S 4.6637 0.8775 -0.3086 0.279
```


Entry 2:
The following is a DFT calculation (ωB97M-V with the def2-TZVPD basis set) of 2 unconnected molecules or ions with the total composition C12H19N4.

Properties
Lowest unoccupied orbital energy   -2.585 eV
Calculated total energy   -18707.66408 eV
Gap between HOMO and LUMO   8.452 eV
F_max   2.03 eV/Å
Total charge   +1

XYZ file:
```
35
Properties=species:S:1:pos:R:3:nbo_charge:R:1
C 2.6752 0.4228 0.7482 -0.237
C 3.4280 0.7547 -0.5483 -0.616
C 0.8628 -1.1299 1.3539 0.697
N 1.8868 -0.8005 0.5651 -0.563
N 0.8559 -0.6615 2.6134 -0.760
N -0.0893 -1.9274 0.9089 -0.752
H 3.3599 0.2419 1.5749 0.204
H 1.9753 1.2465 0.8729 0.225
H 2.7743 0.9623 -1.3966 0.222
H 4.0039 -0.1214 -0.8509 0.214
H 1.9359 -1.2287 -0.3352 0.415
H 1.7171 -0.2671 2.9272 0.415
H 0.2719 -1.0624 3.3080 0.419
H -0.2411 -2.0053 -0.0830 0.439
H -0.7431 -2.3062 1.5781 0.421
H 4.1168 1.5665 -0.3659 0.244
C -0.2583 -0.1628 -3.0550 -0.635
C -2.3129 -0.1098 0.0969 0.189
C -1.2431 0.3383 -0.7168 -0.127
C -1.1747 -0.4428 -1.9222 -0.137
C -2.3466 -1.1887 -1.8831 -0.008
C -1.9581 1.5778 1.7247 -0.204
C -2.6038 0.4199 1.3460 -0.276
C -0.9384 2.1172 0.9087 -0.234
C -0.5401 1.4653 -0.2276 -0.227
N -3.0174 -0.9860 -0.7098 -0.545
H -2.1071 1.9545 2.7280 0.225
H -3.4436 -0.0022 1.8886 0.225
H -0.3920 2.9761 1.2774 0.224
H 0.0878 1.9406 -0.9770 0.217
H -3.9435 -1.3799 -0.6155 0.427
H -2.6402 -1.8879 -2.6498 0.228
H -0.5957 -0.4441 -4.0510 0.241
H 0.6562 -0.7688 -2.9580 0.204
H -0.0187 0.8990 -3.0754 0.226
```


Entry 3:
The following is a DFT calculation (ωB97M-V with the def2-TZVPD basis set) of 2 unconnected molecules or ions with the total composition C12H19NO.

Properties
Lowest unoccupied orbital energy   0.692 eV
Calculated total energy   -16285.44545 eV
Gap between HOMO and LUMO   9.564 eV
F_max   6.16 eV/Å
SMILES string   CCN(C)C(C)=O.Cc1ccccc1

XYZ file:
```
33
Properties=species:S:1:pos:R:3:nbo_charge:R:1
C -3.3594 0.1436 0.8990 -0.221
C -3.4021 -1.3209 1.4633 -0.657
C -1.4454 -0.6115 -0.5161 -0.404
C -1.1829 2.0377 -1.4703 -0.714
C -2.0709 1.7698 -0.1825 0.699
O -2.6004 2.7054 0.5076 -0.633
N -2.0323 0.4437 0.1373 -0.447
H -4.3121 0.4594 0.2024 0.201
H -3.2705 0.8675 1.6982 0.235
H -3.7660 -1.8519 0.4603 0.207
H -3.9302 -1.5457 2.4714 0.242
H -1.7531 -1.4197 -0.0865 0.208
H -0.3837 2.8499 -1.3972 0.239
H -2.5251 -1.8319 1.6693 0.213
H -1.9377 -0.9024 -1.6156 0.154
H -0.4029 -0.8234 -0.5051 0.225
H -0.7888 1.0799 -1.7593 0.218
H -2.0495 2.3206 -2.1944 0.235
C 3.1528 -1.8845 -1.4667 -0.637
C 2.8765 -1.1414 0.9895 -0.249
C 2.9386 -0.7543 -0.3687 0.008
C 2.7058 -0.0425 1.8704 -0.192
C 2.1775 1.1718 1.3685 -0.236
C 2.6565 0.5587 -0.9245 -0.241
C 2.2105 1.4559 -0.0704 -0.200
H 3.0814 -2.1356 1.3550 0.225
H 2.9027 -0.2175 2.9235 0.214
H 3.6230 -1.5945 -2.4128 0.219
H 2.3127 -2.5628 -1.6595 0.219
H 1.9083 2.1243 1.8510 0.225
H 2.9145 0.7830 -2.0928 0.226
H 1.8108 2.4543 -0.2577 0.214
H 3.9415 -2.5850 -0.8864 0.203
```


Entry 4:
The following is a DFT calculation (ωB97M-V with the def2-TZVPD basis set) of 2 unconnected molecules or ions with the total composition C12H19NO.

Properties
Lowest unoccupied orbital energy   0.804 eV
Calculated total energy   -16284.37158 eV
Gap between HOMO and LUMO   9.863 eV
F_max   10.16 eV/Å
SMILES string   CCN(C)C(C)=O.Cc1ccccc1

XYZ file:
```
33
Properties=species:S:1:pos:R:3:nbo_charge:R:1
C 0.1188 -2.6185 1.3704 -0.257
C 1.4038 -3.2090 1.9988 -0.630
C 0.7069 -0.7791 0.2677 -0.386
C -1.2898 -1.5567 -2.0328 -0.715
C -0.9469 -2.1983 -0.6855 0.708
O -1.7713 -2.6387 -0.0080 -0.578
N 0.3415 -2.2704 -0.0043 -0.469
H -0.8032 -3.4560 1.3746 0.242
H -0.2812 -1.9170 2.0775 0.186
H 2.4997 -2.8645 1.8040 0.212
H 1.2229 -4.1882 1.9980 0.212
H 1.4362 -0.5735 0.8027 0.173
H -1.9114 -0.6524 -1.6209 0.242
H 1.4196 -3.0576 3.0616 0.202
H 1.0204 -0.1131 -0.7296 0.189
H -0.1595 -0.3831 0.8185 0.185
H -0.4062 -1.1679 -2.4838 0.224
H -2.0260 -2.1586 -2.6754 0.259
C 1.6856 2.7624 -1.4360 -0.632
C 0.2450 3.2646 0.4146 -0.166
C 0.3909 2.6405 -0.8025 -0.100
C -0.7499 2.8473 1.3064 -0.214
C -1.6768 2.0223 0.7367 -0.226
C -0.4885 1.7300 -1.2311 -0.180
C -1.6986 1.5065 -0.5269 -0.220
H 1.1073 3.9482 0.6076 0.208
H -0.6622 3.2314 2.2810 0.225
H 1.7234 2.1959 -2.3401 0.218
H 2.5380 2.1864 -0.8753 0.213
H -2.3931 1.5376 1.4144 0.212
H -0.3806 1.1648 -2.2755 0.210
H -2.4727 0.9841 -1.0835 0.223
H 2.2578 3.7806 -1.5233 0.230
```


Entry 5:
The following is a DFT calculation (ωB97M-V with the def2-TZVPD basis set) of a molecular structure, C12H19NOTi.

Properties
Lowest unoccupied orbital energy   -0.585 eV
Calculated total energy   -39400.09583 eV
Gap between HOMO and LUMO   7.246 eV
F_max   5.29 eV/Å

XYZ file:
```
34
Properties=species:S:1:pos:R:3:nbo_charge:R:1
C 0.2625 -1.4318 -2.6302 -0.441
C -1.0201 -1.4180 -2.0332 -0.252
C -0.9259 -1.9906 -0.7474 -0.282
C 0.4122 -2.3932 -0.5426 -0.272
C 1.1477 -2.1100 -1.7239 -0.373
Ti 1.1813 -0.0510 -0.8957 1.553
C -1.2036 1.9584 -1.6046 -0.520
C -0.6659 2.6908 -2.5642 0.085
C 0.4140 3.0384 -3.2812 -0.508
N 3.0657 -0.2359 -0.9781 -0.968
H -1.7704 -2.1870 -0.0515 0.227
H -1.9620 -1.0962 -2.5221 0.227
H 0.7959 -2.9309 0.3484 0.243
H 2.1464 -2.5133 -1.9687 0.270
H 0.5045 -1.1512 -3.6735 0.246
H -2.0372 1.1908 -1.8380 0.240
H 3.1324 0.3776 -1.7417 0.295
H -1.3358 2.0533 -0.4583 0.261
H 0.2590 3.8167 -4.0473 0.218
H 1.4959 2.7725 -3.4202 0.246
C -1.4708 0.8070 2.2170 -0.622
C -0.1148 0.1135 2.1492 0.267
C 0.8280 0.8271 3.1112 -0.622
C -0.2907 -1.2975 2.7035 -0.628
O 0.4156 0.1607 0.7753 -0.803
H -1.8468 0.8453 3.2535 0.217
H -2.2084 0.2693 1.6114 0.209
H -1.3842 1.8341 1.8503 0.205
H 0.4034 0.8650 4.1281 0.207
H 1.7866 0.3010 3.1832 0.219
H 1.0058 1.8581 2.7906 0.213
H -1.0057 -1.8819 2.1166 0.208
H 0.6643 -1.8343 2.7468 0.217
H -0.6791 -1.2570 3.7373 0.217
```


Entry 6:
The following is a DFT calculation (ωB97M-V with the def2-TZVPD basis set) of C12H19NSi in the gas phase.

Properties
Lowest unoccupied orbital energy   0.850 eV
Calculated total energy   -22121.20842 eV
Gap between HOMO and LUMO   8.399 eV
F_max   0.76 eV/Å
SMILES string   C/C=C/N(c1ccccc1)[Si](C)(C)C

XYZ file:
```
33
Properties=species:S:1:pos:R:3:nbo_charge:R:1
C 4.0188 -0.8799 -0.0051 -0.234
C 3.5578 0.0351 0.9280 -0.201
C 3.1353 -1.4214 -0.9223 -0.190
C 2.2270 0.4035 0.9463 -0.255
C 1.8031 -1.0503 -0.9117 -0.280
C 1.3329 -0.1347 0.0230 0.256
C 0.4235 2.5651 -0.3316 -0.272
C -0.3628 1.5605 0.0393 -0.001
C -0.0175 3.9927 -0.3372 -0.622
C -0.5139 -2.5675 0.9360 -1.116
C -2.7301 -0.3979 1.1389 -1.118
C -1.9039 -1.4434 -1.6572 -1.120
N -0.0285 0.2109 0.0662 -0.864
Si -1.2654 -1.0341 0.0984 1.785
H 5.0596 -1.1671 -0.0167 0.212
H 4.2398 0.4588 1.6511 0.213
H 3.4862 -2.1330 -1.6561 0.211
H 1.8642 1.1090 1.6790 0.223
H 1.1167 -1.4575 -1.6378 0.214
H 1.4418 2.3834 -0.6449 0.203
H -1.3871 1.7542 0.3222 0.190
H 0.0668 4.4130 -1.3394 0.209
H -1.0499 4.0813 -0.0081 0.204
H 0.6110 4.5914 0.3232 0.207
H 0.3250 -2.9645 0.3749 0.243
H -0.1555 -2.3364 1.9346 0.242
H -1.2532 -3.3567 1.0249 0.237
H -3.3297 0.3242 0.5938 0.235
H -3.3849 -1.2215 1.4043 0.241
H -2.4015 0.0692 2.0621 0.240
H -2.0941 -0.5374 -2.2265 0.240
H -1.1950 -2.0408 -2.2232 0.233
H -2.8331 -2.0032 -1.6126 0.236
```